No. 1
# C48H72O36

12 unconnected molecules or ions with the total composition C48H72O36 at a distorted geometry (the ωB97M-V functional and the def2-TZVPD basis, the OMol25 dataset).

Computed properties:
Relative energy (zero: lowest compared OMol25 entry of this formula, charge and spin)   72.66 kcal per mole
Strongest force on any atom   0.0450 Eh/bohr
LUMO level   -0.336 eV

Geometry as ORCA input:
```
! RIJCOSX wB97M-V def2-TZVPD def2/J DEFGRID3
* xyz 0 1
C -1.28526 4.32056 0.86028
C -1.42981 5.68610 1.47544
C -2.81711 6.25256 1.85687
O -2.74126 6.55448 3.25287
C -1.52047 6.23506 3.72353
O -1.16538 6.46059 4.83923
O -0.82698 5.57905 2.78715
H -0.24197 4.15302 0.58510
H -1.83151 4.23917 -0.08320
H -1.60234 3.54639 1.55665
H -0.85848 6.45015 0.94557
H -3.69099 5.63207 1.66192
H -2.93960 7.22150 1.37073
C -2.26168 1.43534 -2.58354
C -3.73650 1.78591 -2.61080
C -4.59244 1.08595 -1.50195
O -5.38567 2.18763 -1.05508
C -4.90825 3.35296 -1.46208
O -5.37286 4.40306 -1.11124
O -3.91111 3.18164 -2.31788
H -1.81888 1.83792 -1.66942
H -1.56156 1.65327 -3.38793
H -2.32801 0.34246 -2.54799
H -4.16109 1.47065 -3.56529
H -4.00211 0.68076 -0.68025
H -5.24683 0.38233 -2.00355
C 3.88215 -0.07170 -6.15264
C 4.67979 -0.21303 -4.84101
C 5.45971 1.07967 -4.49669
O 5.04561 1.30429 -3.16283
C 3.94613 0.62078 -2.85440
O 3.23113 0.80479 -1.91607
O 3.72197 -0.32783 -3.79617
H 4.58425 -0.26287 -6.96672
H 3.42181 0.90941 -6.25125
H 3.10381 -0.83072 -6.21710
H 5.35075 -1.07296 -4.87651
H 5.24833 1.86348 -5.22523
H 6.53985 0.94206 -4.44977
C -2.63268 3.40176 6.43830
C -2.63853 3.10594 4.95305
C -3.09890 1.66768 4.64234
O -4.09452 1.89641 3.66517
C -4.29294 3.20724 3.40967
O -4.96147 3.61315 2.51889
O -3.54410 3.94390 4.23943
H -3.53983 2.93630 6.83209
H -2.72167 4.46829 6.64027
H -1.75913 2.97984 6.93005
H -1.64794 3.25424 4.51568
H -3.55994 1.13862 5.47828
H -2.20376 1.11341 4.36028
C -1.18175 0.69557 -6.69980
C 0.03273 0.14811 -5.98890
C -0.17287 -0.49358 -4.59146
O 0.21240 -1.83803 -4.74057
C 0.61584 -2.07314 -5.98765
O 1.04932 -3.10336 -6.39416
O 0.58128 -0.95692 -6.74901
H -1.72578 1.37561 -6.03613
H -1.94302 -0.07519 -6.85665
H -0.99041 1.17615 -7.65480
H 0.77561 0.94293 -5.89393
H -1.24569 -0.50516 -4.39052
H 0.46624 -0.03478 -3.84251
C -4.89366 -1.74250 3.73208
C -6.17303 -1.05791 3.26732
C -6.05541 -0.08361 2.08934
O -7.04527 -0.48987 1.14810
C -7.58220 -1.67324 1.55404
O -8.34231 -2.34196 0.94078
O -7.01521 -2.06518 2.70362
H -4.20367 -1.02145 4.16033
H -4.43000 -2.16856 2.83794
H -5.19449 -2.60417 4.32605
H -6.68945 -0.66288 4.14496
H -5.09652 -0.01125 1.57220
H -6.14255 0.93280 2.47853
C -1.01490 -4.33854 -1.21916
C -2.47946 -4.12224 -1.50060
C -3.29078 -3.38182 -0.41800
O -4.00138 -2.39290 -1.14593
C -3.53444 -2.28381 -2.38519
O -3.89247 -1.50888 -3.22543
O -2.53958 -3.15301 -2.55840
H -0.78683 -5.04386 -0.41729
H -0.59555 -3.39845 -0.85057
H -0.43919 -4.61994 -2.09892
H -2.96303 -4.99541 -1.94931
H -2.61046 -2.89359 0.28702
H -3.96106 -3.99337 0.18183
C 1.83562 -5.34263 3.52648
C 1.36495 -4.17548 2.66043
C 0.15811 -4.45904 1.75275
O -0.58204 -3.25795 1.88346
C -0.08231 -2.46808 2.86500
O -0.60704 -1.43457 3.16011
O 0.94340 -3.05652 3.45779
H 1.02017 -5.69853 4.15177
H 2.68306 -4.97584 4.10574
H 2.23832 -6.12552 2.88437
H 2.23025 -3.81334 2.10081
H -0.39952 -5.31120 2.14666
H 0.55642 -4.65164 0.75934
C 5.31080 -5.13969 -3.39474
C 4.44222 -3.93490 -3.11997
C 3.10687 -3.93745 -3.86428
O 2.15080 -3.51672 -2.88482
C 2.68534 -3.71027 -1.66439
O 2.09586 -3.56853 -0.63245
O 3.95139 -4.11058 -1.77331
H 5.62128 -5.04309 -4.44005
H 4.78156 -6.08151 -3.27524
H 6.18316 -5.12667 -2.74379
H 4.97602 -2.98388 -3.17133
H 2.84386 -4.90097 -4.30241
H 3.11452 -3.24744 -4.70802
C 0.30632 -0.92497 -1.36209
C 0.18550 -0.69853 0.14510
C 0.56592 0.68846 0.71393
O -0.56080 1.03899 1.49981
C -1.54383 0.10636 1.34396
O -2.51923 0.02533 2.03147
O -1.22941 -0.71841 0.37191
H -0.39908 -1.69861 -1.65701
H 1.29557 -1.15879 -1.74774
H -0.05952 0.02734 -1.75100
H 0.69830 -1.48647 0.70111
H 0.68896 1.38952 -0.12024
H 1.46804 0.68764 1.32112
C 3.16867 -0.90594 1.12209
C 4.62732 -0.49261 1.36598
C 5.60098 -1.01021 0.28210
O 6.17387 0.20417 -0.18007
C 5.68139 1.28683 0.40341
O 6.03532 2.38800 0.13207
O 4.61580 0.93978 1.15457
H 2.63758 -0.76006 2.06413
H 3.04879 -1.98196 0.94928
H 2.76395 -0.46668 0.21256
H 4.88265 -0.79485 2.37947
H 5.09825 -1.50440 -0.54996
H 6.36434 -1.68605 0.66322
C 2.71392 2.37753 3.02430
C 3.12360 3.36956 4.09405
C 4.55680 3.35270 4.58597
O 4.97818 4.70516 4.57975
C 4.14498 5.41465 3.76498
O 4.29472 6.54599 3.45593
O 3.10805 4.64192 3.38787
H 2.33229 1.45222 3.46595
H 3.55038 2.16040 2.35677
H 1.92419 2.75785 2.37791
H 2.36418 3.50761 4.86622
H 5.21421 2.73374 3.96326
H 4.69302 2.81347 5.52646
*
```

***

No. 2
# AlB4H16

A molecular structure, AlB4H16 at a distorted geometry (the ωB97M-V functional and the def2-TZVPD basis, the OMol25 dataset).

Computed properties:
Relative energy (zero: lowest compared OMol25 entry of this formula, charge and spin)   17.33 kcal per mole
Strongest force on any atom   0.1188 Eh/bohr
LUMO level   2.210 eV

Geometry as ORCA input:
```
! RIJCOSX wB97M-V def2-TZVPD def2/J DEFGRID3
* xyz -1 1
Al -26.23620 -10.00857 9.94666
B -23.95440 -9.70867 10.67515
H -23.10614 -9.89687 11.31490
H -24.60171 -8.97392 11.12831
H -23.66912 -9.36903 9.69154
H -24.48772 -10.63179 10.50880
B -27.63674 -9.26103 11.66962
H -27.26441 -8.33839 11.25207
H -28.45601 -9.01125 12.32585
H -27.94525 -10.03761 10.98697
H -26.94744 -9.75743 12.33498
B -25.46312 -12.10548 9.88753
H -26.40632 -12.11313 9.36353
H -24.98609 -13.07119 9.95129
H -24.90537 -11.37561 9.32146
H -25.67895 -11.79981 10.89958
B -26.26553 -7.76334 9.84585
H -25.38309 -7.36051 9.37334
H -26.98392 -6.98513 10.05206
H -26.81809 -8.43013 9.20218
H -26.00410 -8.32815 10.72726
*
```

***

No. 3
# C30H50OP4Yb

A molecular structure, C30H50OP4Yb at a distorted geometry (the ωB97M-V functional and the def2-TZVPD basis, the OMol25 dataset).

Computed properties:
Expectation value of S²   0.76
Strongest force on any atom   0.0826 Eh/bohr
LUMO level (spin up / spin down)   -8.194 / -11.658 eV

Geometry as ORCA input:
```
! RIJCOSX wB97M-V def2-TZVPD def2/J DEFGRID3
* xyz 3 2
Yb -0.56243 -0.30763 -2.00920
P 0.36549 -2.90854 -1.59928
P 2.28664 -0.19928 0.18392
P -3.03114 0.20301 -0.81243
H 2.01221 3.80089 -1.38811
C 0.93786 3.94700 -1.21195
C 0.41300 4.16442 0.00618
H 1.03142 4.22443 0.91659
C 1.17051 -2.31093 -3.14898
C 1.49071 -4.26598 -1.13356
C -1.01384 -3.82598 -2.37394
C 2.80140 1.37100 0.99542
C 2.84548 -1.37050 1.50882
C 3.73005 -0.41086 -0.92522
C -3.58953 1.89349 -0.39055
C -4.56821 -0.75858 -0.61638
C -3.03580 0.38266 -2.64622
H 0.28421 3.83518 -2.09341
H -0.67295 4.27122 0.16427
H 1.27965 -3.21178 -3.76962
H 2.17906 -1.92107 -2.95000
H 0.58792 -1.56589 -3.74526
H 1.31809 -5.10507 -1.82380
H 1.27357 -4.60982 -0.11107
H 2.54383 -3.94598 -1.19448
H -0.60682 -4.76206 -2.77808
H -1.50456 -3.25785 -3.17763
H -1.76468 -4.07349 -1.61132
H 3.89603 1.45117 1.01122
H 2.45025 1.42408 2.03276
H 2.37764 2.22594 0.45121
H 3.91023 -1.21404 1.74479
H 2.68594 -2.40477 1.16984
H 2.26726 -1.22257 2.43037
H 4.66084 -0.32994 -0.35387
H 3.71345 0.36688 -1.69490
H 3.69322 -1.39377 -1.40513
H -4.44514 2.14167 -1.03422
H -2.76959 2.60788 -0.56864
H -3.89226 1.94614 0.66309
H -5.36001 -0.25936 -1.18981
H -4.86068 -0.82005 0.43693
H -4.40660 -1.77238 -1.01004
H -4.03796 0.68968 -2.96805
H -2.82608 -0.57217 -3.16584
H -2.34421 1.17166 -3.00112
C -0.46594 1.02785 -5.33952
C 0.37060 0.49788 -6.32092
C 0.16688 0.90293 -7.65400
C -0.81172 1.86151 -7.95398
C -1.60213 2.40764 -6.93403
C -1.42222 2.00374 -5.59020
O -0.30704 0.58177 -3.97582
H 0.65841 0.45212 -3.84326
H 1.16759 -0.20028 -6.05563
H 0.78855 0.49522 -8.44660
H -0.92481 2.20130 -8.98742
H -2.34248 3.16761 -7.17335
H -1.97282 2.44544 -4.76631
C -3.07819 -1.02301 2.56776
P -1.43609 -0.61864 1.84277
C -1.04939 0.91313 2.80025
C 0.24802 1.20231 3.26634
C 0.53421 2.41338 3.90243
C -0.46843 3.38080 4.02290
C -1.75548 3.12491 3.54105
C -2.04136 1.89707 2.94730
C -0.47534 -1.83679 2.83995
C -0.18202 -1.68333 4.20388
C 0.58659 -2.63754 4.88184
C 0.98467 -3.80548 4.22582
C 0.59870 -4.02895 2.89676
C -0.15624 -3.06787 2.22593
H -3.84582 -0.30997 2.24948
H -3.00782 -1.02478 3.66461
H -3.34397 -2.03051 2.21696
H 1.04010 0.46097 3.16909
H 1.53564 2.61448 4.29914
H -0.24940 4.34226 4.48878
H -2.54760 3.87704 3.62795
H -3.05627 1.69645 2.60646
H -0.52271 -0.80903 4.76040
H 0.86603 -2.47817 5.93236
H 1.58466 -4.55960 4.74476
H 0.86674 -4.96436 2.38797
H -0.48995 -3.24276 1.20082
*
```

***

No. 4
# C4H3NOS

A single C4H3NOS molecule at a distorted geometry (the ωB97M-V functional and the def2-TZVPD basis, the OMol25 dataset).

Computed properties:
Relative energy (zero: lowest compared OMol25 entry of this formula, charge and spin)   71.33 kcal per mole
Strongest force on any atom   0.1216 Eh/bohr
LUMO level   -1.485 eV

Geometry as ORCA input:
```
! RIJCOSX wB97M-V def2-TZVPD def2/J DEFGRID3
* xyz 0 1
C 0.94510 1.84822 -0.26153
C 0.35496 0.90939 0.43873
C -0.51064 -1.46426 0.33801
C -1.21810 -2.22021 -0.69369
H 1.28674 2.82251 0.02302
H 1.22210 1.57294 -1.49743
H -0.04252 1.12556 1.62411
N -2.08358 -2.45523 -1.50663
O 0.17251 -0.35712 -0.27853
S -0.12658 -1.78180 1.81393
*
```

***

No. 5
# H3OP

2 unconnected molecules or ions with the total composition H3OP at a distorted geometry (the ωB97M-V functional and the def2-TZVPD basis, the OMol25 dataset).

Computed properties:
Relative energy (zero: lowest compared OMol25 entry of this formula, charge and spin)   61.06 kcal per mole
Strongest force on any atom   0.0798 Eh/bohr
LUMO level   -1.516 eV

Geometry as ORCA input:
```
! RIJCOSX wB97M-V def2-TZVPD def2/J DEFGRID3
* xyz 0 1
O 0.67636 1.40681 -0.07547
P -0.18595 -0.85649 -0.25937
H 1.45856 1.01944 -0.46943
H -0.45829 -0.93647 1.10426
H -1.49068 -0.63330 -0.29999
*
```

***

No. 6
# C17H35BrFN2O9P2S2

3 unconnected molecules or ions with the total composition C17H35BrFN2O9P2S2 at a distorted geometry (the ωB97M-V functional and the def2-TZVPD basis, the OMol25 dataset).

Computed properties:
Strongest force on any atom   0.0659 Eh/bohr
LUMO level   -4.759 eV

Geometry as ORCA input:
```
! RIJCOSX wB97M-V def2-TZVPD def2/J DEFGRID3
* xyz 1 1
C 1.50223 2.52667 -3.07343
C 2.60479 2.82699 -2.02454
C 3.37311 1.52660 -1.57820
Br 5.27417 1.52019 -2.04819
N 3.08793 1.10783 -0.19560
C 3.64245 1.74666 0.87163
P 4.80910 3.20183 0.84759
N 4.59932 4.11310 2.09664
O 4.72743 4.16208 -0.41315
O 6.30994 2.59039 0.89746
C 3.39100 1.30016 2.15127
C 2.54941 0.23269 2.42981
F 2.35019 -0.08949 3.70578
C 1.96555 -0.41484 1.28046
O 1.14611 -1.49742 1.44450
C 2.24451 0.06298 0.00584
P 1.36448 -0.84754 -1.38602
C 2.16814 -2.53482 -1.34644
C -0.46499 -0.98895 -1.03353
C -0.86928 -2.48266 -0.87064
H 1.75420 1.73455 -3.78947
H 1.38066 3.45030 -3.66715
H 0.52620 2.37927 -2.58878
H 3.32349 3.55481 -2.41190
H 2.09474 3.19897 -1.11996
H 2.99934 0.78192 -2.28708
H 3.82446 3.80778 2.67632
H 4.18673 4.93635 -0.18897
H 6.21154 1.75947 1.39170
H 3.83420 1.79748 3.01822
H 0.42213 -1.18941 2.01765
H 2.26791 -2.91336 -0.31810
H 1.62766 -3.22775 -1.99825
H 3.18255 -2.37164 -1.74509
H -1.00954 -0.55629 -1.87917
H -0.68026 -0.49318 -0.07611
H -0.73934 -3.04509 -1.80866
H -1.91467 -2.58756 -0.55030
H -0.25478 -2.99994 -0.11949
O -2.16851 0.13930 -3.59806
S -2.92446 1.27534 -4.04731
O -3.79162 1.98270 -3.16048
O -3.73299 0.87167 -5.35184
C -4.58764 -0.28981 -5.29828
C -5.88964 -0.00456 -4.57628
C -1.83190 2.42486 -4.81244
H -4.05795 -1.12924 -4.84416
H -4.79647 -0.56158 -6.33154
H -5.71969 0.18422 -3.51628
H -6.56684 -0.85432 -4.66459
H -6.37286 0.88091 -4.98973
H -1.19943 1.89276 -5.51897
H -1.22653 2.87448 -4.02891
H -2.41742 3.19019 -5.31584
O -1.93825 -2.65410 3.50265
S -1.42043 -3.07769 4.77396
O -1.64720 -4.39289 5.27296
O -1.85801 -2.02518 5.88148
C -3.26134 -1.71284 6.01111
C -4.02120 -2.80291 6.74019
C 0.30782 -2.73004 4.79305
H -3.69735 -1.51390 5.03037
H -3.31550 -0.78724 6.58206
H -4.06009 -3.71847 6.15031
H -5.04468 -2.48444 6.93893
H -3.53366 -3.04614 7.68451
H 0.47528 -1.71394 4.44607
H 0.80795 -3.42858 4.12404
H 0.67780 -2.86769 5.80639
*
```

***

no.,E_tot (eV)
1,-124656.3370
2,-9551.4756
3,-102626.7672
4,-18565.1595
5,-11381.6292
6,-152604.7803